{
  "formula": "C4H7NO",
  "method": "ωB97M-V/def2-TZVPD",
  "e_lumo_ha": 0.026,
  "orbital_gap_ev": 10.8,
  "total_charge": 0,
  "de_lowest_kcal_mol": 71.5,
  "elements": ["C", "C", "O", "C", "C", "N", "H", "H", "H", "H", "H", "H", "H"],
  "positions_angstrom": [[0.79920, -0.19739, -1.74662], [-0.13939, 0.12936, -0.58931], [0.12815, -0.80199, 0.45063], [-0.53016, -0.58125, 1.67006], [-0.36204, 0.87487, 1.96168], [-0.18812, 1.87948, 1.39294], [0.72002, -1.19790, -2.19863], [0.59526, 0.53887, -2.52576], [1.82852, -0.07145, -1.40083], [-1.21371, -0.00181, -0.86317], [0.05873, 1.40859, -0.17897], [-0.08499, -1.22380, 2.42632], [-1.61147, -0.75559, 1.60165]],
  "forces_ev_per_a": [[-0.04, 0.36, 0.13], [0.11, 1.59, -0.03], [0.19, 0.45, 0.13], [-0.01, 0.39, -0.01], [0.17, 0.79, -0.92], [-0.27, -0.18, 2.07], [-0.30, 0.24, 0.43], [0.18, -0.04, -0.09], [-0.06, 0.03, -0.13], [0.55, 0.48, 0.06], [-0.53, -4.00, -1.57], [-0.06, 0.01, -0.08], [0.07, -0.11, 0.02]]
}